*one*
{
  "formula": "H22O11",
  "method": "wB97M-V/def2-TZVPD",
  "species": ["H", "H", "H", "H", "H", "H", "H", "H", "H", "H", "H", "H", "H", "H", "H", "H", "H", "H", "H", "H", "H", "H", "O", "O", "O", "O", "O", "O", "O", "O", "O", "O", "O"],
  "positions_angstrom": [[-1.086, -1.036, -1.047], [0.075, -0.055, -1.081], [1.257, -0.208, -3.343], [2.679, -0.739, -3.430], [-0.528, 1.376, 1.745], [-1.025, 0.972, 0.367], [-0.068, -3.272, -3.214], [-0.348, -3.484, -1.735], [-1.070, -1.386, 1.224], [0.147, -0.505, 0.996], [1.304, -1.319, 2.698], [-0.098, -1.311, 3.286], [-5.076, 0.114, -0.412], [-5.165, 1.629, -0.331], [1.601, 0.224, 0.564], [2.635, -0.125, -0.493], [-2.192, 1.302, 2.654], [-3.234, 0.450, 1.949], [0.914, 2.436, 2.067], [2.034, 1.419, 1.923], [3.796, 2.987, -2.333], [3.044, 1.682, -2.537], [-0.344, -0.718, -0.520], [1.809, -0.825, -3.836], [-0.634, 1.710, 0.847], [0.365, -3.501, -2.384], [-0.130, -1.427, 1.013], [0.568, -1.902, 2.916], [-5.689, 0.847, -0.537], [2.055, -0.526, 0.164], [-3.142, 1.149, 2.605], [1.623, 2.011, 2.563], [3.923, 2.032, -2.349]],
  "nbo_charge": [0.47, 0.42, 0.45, 0.47, 0.46, 0.49, 0.47, 0.46, 0.43, 0.44, 0.46, 0.45, 0.46, 0.47, 0.43, 0.48, 0.45, 0.46, 0.47, 0.46, 0.48, 0.46, -0.94, -0.92, -0.95, -0.93, -0.82, -0.90, -0.93, -0.91, -0.91, -0.93, -0.93],
  "orbital_gap_ev": 6.71,
  "homo_energy_ev": -7.5313,
  "charge": 0,
  "lumo_ha": -0.0302
}

*two*
{
  "formula": "H22O11",
  "method": "wB97M-V/def2-TZVPD",
  "species": ["O", "H", "H", "O", "H", "H", "O", "H", "H", "O", "H", "H", "O", "H", "H", "O", "H", "H", "O", "H", "H", "O", "H", "H", "O", "H", "H", "O", "H", "H", "O", "H", "H"],
  "positions_angstrom": [[20.054, 9.790, -24.963], [19.151, 9.603, -24.707], [19.996, 10.594, -25.480], [26.204, 13.122, -24.881], [26.068, 12.179, -24.975], [26.353, 13.251, -23.945], [23.424, 8.094, -25.196], [22.538, 8.450, -25.257], [23.900, 8.510, -25.914], [27.155, 9.340, -25.009], [28.107, 9.337, -25.111], [27.006, 8.972, -24.138], [23.947, 5.498, -29.298], [23.026, 5.333, -29.095], [24.377, 5.535, -28.444], [23.692, 4.561, -23.665], [23.215, 5.216, -24.175], [23.009, 4.059, -23.221], [23.987, 11.138, -21.355], [24.390, 10.427, -20.856], [23.509, 10.698, -22.057], [26.502, 11.409, -28.508], [26.790, 12.187, -28.031], [26.625, 10.689, -27.890], [26.193, 5.176, -26.362], [26.914, 5.605, -25.901], [25.629, 4.840, -25.665], [20.017, 5.228, -24.607], [19.258, 5.773, -24.401], [20.306, 4.888, -23.760], [26.846, 6.300, -22.513], [26.031, 5.807, -22.605], [27.463, 5.676, -22.130]],
  "nbo_charge": [-0.94, 0.47, 0.47, -0.95, 0.47, 0.47, -0.96, 0.48, 0.48, -0.95, 0.47, 0.48, -0.94, 0.46, 0.48, -0.96, 0.49, 0.47, -0.94, 0.47, 0.47, -0.94, 0.47, 0.47, -0.95, 0.47, 0.48, -0.93, 0.47, 0.46, -0.95, 0.48, 0.47],
  "orbital_gap_ev": 10.94,
  "smiles": "O.O.O.O.O.O.O.O.O.O.O",
  "homo_energy_ev": -11.0064,
  "charge": 0,
  "lumo_ha": -0.0024
}

Which one is the least stable? From the structures above, *one*.